51
Properties=species:S:1:pos:R:3 method="wB97M-V/def2-TZVPD" e_above_lowest_ev=2.195 homo_ev=-9.360 charge=0 smiles=CCO.CCO.CCO.CCO.CCO.O.O homo_lumo_gap_ev=9.8 total_energy_ev=-25251.935 e_lumo_ev=0.41
C -2.7202 -4.0826 -0.6801
C -2.2028 -3.2732 -1.8949
O -0.8112 -3.3981 -1.9907
H -3.6628 -4.6131 -0.8149
H -2.7423 -3.4538 0.2100
H -1.9907 -4.8721 -0.4996
H -2.3644 -2.2096 -1.7197
H -2.6703 -3.4371 -2.8659
H -0.4558 -2.5194 -1.8384
C -2.6674 2.2026 2.3649
C -2.1873 1.0612 1.3487
O -1.1845 1.6436 0.4800
H -1.7939 2.7107 2.7734
H -3.2173 1.8480 3.2367
H -3.4064 2.8271 1.8630
H -3.0828 0.8089 0.7808
H -1.8534 0.1227 1.7912
H -0.3528 1.5943 0.9569
C 3.1065 -2.1000 -0.1611
C 4.0196 -0.8715 -0.5134
O 3.7386 0.1934 0.4038
H 3.1474 -2.2333 0.9200
H 3.4188 -3.0092 -0.6749
H 2.0886 -1.8526 -0.4624
H 3.7216 -0.5275 -1.5039
H 5.0618 -1.1877 -0.4694
H 4.2890 0.9744 0.3102
C 1.6488 3.2335 2.5589
C 1.7999 1.7334 2.6809
O 1.4121 1.1377 1.4670
H 2.2931 3.4765 3.4038
H 0.6167 3.5022 2.7842
H 2.1301 3.5834 1.6456
H 1.3612 1.4233 3.6293
H 2.8850 1.6300 2.6789
H 2.2356 0.7636 1.1453
C -1.0281 2.9240 -4.1247
C -1.6219 2.5818 -2.7765
O -1.2699 1.2597 -2.3883
H -1.4770 2.5415 -5.0414
H 0.0293 2.6593 -4.1251
H -1.0995 4.0090 -4.2016
H -2.6677 2.7603 -3.0267
H -1.3476 3.2891 -1.9938
H -1.4760 1.1341 -1.4591
O -0.2905 -1.2678 -0.1307
H 0.2422 -0.4913 0.0409
H 0.0080 -1.9106 0.5127
O 0.6805 -3.7405 1.8614
H 1.4019 -4.2164 2.2729
H 0.3086 -4.3624 1.2359

61
Properties=species:S:1:pos:R:3 method="wB97M-V/def2-TZVPD" homo_ev=-9.756 charge=0 homo_lumo_gap_ev=7.3 total_energy_ev=-54163.226 e_lumo_ev=-2.44
C 4.2102 0.0406 1.9102
C 3.6169 0.2247 0.3640
C 1.9801 0.1387 0.3964
C 1.3394 1.4774 -0.3199
O 0.0861 1.9333 0.3009
C -0.9087 0.8558 0.4166
C -1.7638 0.8547 1.6670
Cl -1.4817 2.1601 3.0023
C -2.9218 -0.2957 1.8214
O -4.0686 -0.0125 2.4466
C -2.6473 -1.7910 1.1387
C -1.7770 -1.7811 -0.0878
C -1.2118 -0.3231 -0.6814
O -1.0826 -0.2016 -2.0216
H 4.5897 -1.0591 2.1190
H 3.3490 0.3872 2.6329
H 5.1040 0.8251 1.9862
H 4.0160 -0.6344 -0.3438
H 4.0154 1.2431 -0.0565
H 1.5454 -0.0470 1.4875
H 1.6367 -0.7944 -0.2639
H 1.2670 1.3880 -1.5078
H 2.1337 2.3499 -0.1379
H -3.1209 -2.7727 1.6102
H -1.5746 -2.8176 -0.5940
O -0.3338 5.5132 2.2537
H -1.1702 5.9211 2.5244
H -0.5017 4.5620 2.3307
O -3.4592 -3.2428 -2.2221
H -3.2252 -2.3110 -2.3486
H -4.3213 -3.3285 -2.6562
O -2.3506 3.2168 5.9466
H -2.0477 2.7863 5.1329
H -2.8658 2.5305 6.3966
O -5.9189 -2.9391 -1.0253
H -5.2065 -2.4097 -0.6365
H -6.0385 -3.6675 -0.3974
O 5.2302 2.5584 0.9579
H 5.4898 3.1281 0.2183
H 4.7644 3.1564 1.5616
O 4.9322 -2.3051 0.3063
H 5.2351 -2.7356 -0.5073
H 4.4170 -2.9914 0.7563
O 3.8181 -4.0041 -1.9740
H 3.0165 -4.5368 -2.0867
H 4.1497 -3.8865 -2.8769
O -6.0792 1.2485 0.2520
H -5.6423 0.6225 0.8488
H -6.9941 1.2755 0.5702
O -7.7233 -0.5569 1.0267
H -7.4205 -0.9874 0.2131
H -8.2385 -1.2432 1.4768
O 0.6302 -2.1648 -4.0263
H 0.8899 -1.5950 -4.7659
H 0.1644 -1.5668 -3.4226
O 3.8706 0.8607 -2.4769
H 4.4974 0.1610 -2.2388
H 3.2165 0.4099 -3.0318
O 2.9070 2.0475 -4.6481
H 2.3108 2.8103 -4.6072
H 3.6667 2.3152 -4.1095

80
Properties=species:S:1:pos:R:3 method="wB97M-V/def2-TZVPD" homo_ev=-8.670 charge=0 homo_lumo_gap_ev=8.6 total_energy_ev=-92396.123 e_lumo_ev=-0.09
O -1.8350 2.6098 1.6008
S -0.6535 1.6200 1.2614
O 0.4246 2.3331 0.1499
P 0.7776 3.9945 0.5395
O 2.4934 4.2013 0.1483
O 0.6174 4.3357 2.2407
O 0.1269 1.3436 2.7826
C 1.1299 0.2713 2.6707
F 0.8303 -0.9075 3.5670
F 1.2915 -0.2891 1.3070
C 2.5467 0.9092 3.2895
F 3.4883 -0.1518 3.7375
F 3.2505 1.7985 2.3370
H 2.9559 4.3485 1.0472
H 0.4662 5.3422 2.3341
H 2.2056 1.5117 4.2592
C -0.5877 -2.6471 7.1624
O -0.7507 -3.0045 8.3184
N -1.5001 -1.9231 6.4896
N 0.5189 -2.9453 6.4580
H -1.3839 -1.6194 5.5375
H -2.3480 -1.6770 6.9834
H 1.2311 -3.4892 6.9276
H 0.6712 -2.6600 5.5054
C 2.5276 -4.3177 1.6453
O 2.3971 -4.7990 2.7598
N 2.5954 -5.0694 0.5319
N 2.6154 -2.9925 1.4311
H 2.7028 -4.6915 -0.3943
H 2.5333 -6.0723 0.6487
H 2.5687 -2.3907 2.2429
H 2.7231 -2.5775 0.5210
C 0.7819 -8.4612 0.5971
O 1.8066 -7.9003 0.2419
N 0.7657 -9.4119 1.5486
N -0.4225 -8.1787 0.0688
H -0.0678 -9.8851 1.8545
H 1.6516 -9.6546 1.9724
H -0.4547 -7.4685 -0.6509
H -1.2772 -8.6298 0.3483
C -1.7332 -3.3066 2.9555
O -1.8904 -2.1621 3.3505
N -0.5207 -3.8222 2.6842
N -2.7583 -4.1545 2.7562
H -0.3712 -4.7622 2.3581
H 0.2783 -3.2170 2.8210
H -3.6884 -3.8060 2.9486
H -2.6488 -5.1004 2.4314
C -0.8244 5.8639 -2.3399
O -0.9874 5.5064 -1.1839
N -1.7369 6.5879 -3.0128
N 0.2822 5.5657 -3.0443
H -1.6207 6.8915 -3.9649
H -2.5848 6.8340 -2.5190
H 0.9943 5.0218 -2.5748
H 0.4344 5.8510 -3.9969
C 4.0232 6.0738 -3.9764
O 2.9346 6.6033 -4.1352
N 4.5153 5.7731 -2.7612
N 4.8280 5.7438 -5.0026
H 5.4094 5.3371 -2.6103
H 3.9409 6.0049 -1.9614
H 4.4952 5.9531 -5.9347
H 5.7277 5.3074 -4.8918
C -3.9830 1.1177 -2.3565
O -4.4017 0.8061 -3.4602
N -3.5656 2.3620 -2.0616
N -3.9015 0.2445 -1.3364
H -3.2175 2.6376 -1.1588
H -3.6103 3.0503 -2.8017
H -4.2058 -0.7034 -1.5161
H -3.5595 0.4823 -0.4206
C -2.7936 1.9987 -6.6205
O -1.8730 2.4056 -5.9293
N -3.9588 1.5715 -6.1016
N -2.7250 1.9410 -7.9627
H -4.7282 1.2329 -6.6544
H -4.0520 1.5982 -5.0947
H -1.8647 2.2534 -8.3937
H -3.4723 1.6091 -8.5487

79
Properties=species:S:1:pos:R:3 method="wB97M-V/def2-TZVPD" homo_ev=-3.786 charge=-1 homo_lumo_gap_ev=5.2 total_energy_ev=-90814.509 e_lumo_ev=1.39
N -2.0204 -1.6620 -1.3387
P -1.0088 -1.0330 -2.4313
In 0.8787 -2.5703 -3.1422
I 0.0006 -5.1036 -3.9984
H -2.0039 -1.1150 -0.4929
H -0.4070 0.1442 -1.8945
H -1.7960 -0.6223 -3.5612
H 1.8833 -2.8610 -1.6778
H 1.8699 -1.7454 -4.4019
C -2.0799 -5.6844 -0.3456
N -2.2180 -7.1439 -0.1068
O -3.2622 -7.5458 0.3671
O -1.2811 -7.8458 -0.3964
H -2.9945 -5.1994 -0.0358
H -1.2354 -5.3343 0.2409
H -1.9025 -5.5288 -1.4043
C 4.9258 -0.0999 -3.1382
N 3.7553 0.8038 -3.2536
O 2.6735 0.3082 -3.1369
O 3.9788 1.9841 -3.4630
H 4.5643 -1.1068 -2.9576
H 5.4739 -0.0444 -4.0752
H 5.5318 0.2524 -2.3069
C 6.8610 3.2431 -2.6057
N 7.8806 2.1671 -2.6549
O 8.0513 1.5034 -1.6631
O 8.4804 2.0199 -3.6975
H 6.4145 3.2503 -1.6185
H 7.3674 4.1822 -2.8121
H 6.1155 3.0218 -3.3656
C -5.4643 0.2114 -1.2466
N -4.7248 1.1956 -2.0737
O -5.2930 2.2245 -2.3889
O -3.6051 0.8919 -2.3673
H -6.4564 0.6034 -1.0500
H -5.5116 -0.7181 -1.8078
H -4.9025 0.0781 -0.3258
C -1.1307 0.6157 3.0031
N -1.5169 0.8459 1.5886
O -0.6997 1.3508 0.8551
O -2.6328 0.5093 1.2631
H -0.1161 0.9627 3.1479
H -1.8221 1.1740 3.6245
H -1.2074 -0.4449 3.1898
C -0.3252 5.3527 4.0646
N -0.4008 3.8766 4.1848
O -1.4301 3.4081 4.6148
O 0.5731 3.2474 3.8438
H -1.2656 5.7733 4.4049
H 0.5014 5.6873 4.6845
H -0.1483 5.5842 3.0182
C -6.5557 -4.8169 -0.4856
N -5.7034 -4.0016 -1.3862
O -6.1602 -2.9606 -1.8018
O -4.6130 -4.4425 -1.6366
H -7.5011 -4.3046 -0.3475
H -6.7000 -5.7830 -0.9601
H -6.0266 -4.9223 0.4572
C -5.1731 3.6352 6.2816
N -4.1279 4.6552 6.0232
O -3.4613 5.0315 6.9594
O -4.0117 5.0374 4.8875
H -5.1598 3.3878 7.3367
H -6.1273 4.0660 5.9930
H -4.9371 2.7667 5.6733
C -1.0071 -3.0441 6.5273
N -1.3847 -1.9589 5.5883
O -0.5339 -1.1559 5.2841
O -2.5230 -1.9527 5.1886
H 0.0355 -2.9202 6.7958
H -1.6485 -2.9577 7.3994
H -1.1689 -3.9883 6.0156
C 9.7952 2.0338 -6.5273
N 9.4767 3.1176 -7.4897
O 10.3611 3.8889 -7.7854
O 8.3482 3.1593 -7.9146
H 10.8358 2.1261 -6.2384
H 9.1407 2.1518 -5.6673
H 9.6131 1.0877 -7.0291